{
  "formula": "C36H67N5O10PS2",
  "method": "ωB97M-V/def2-TZVPD",
  "elements": ["C", "C", "C", "C", "C", "C", "C", "C", "C", "O", "C", "N", "C", "C", "C", "C", "S", "O", "O", "O", "P", "S", "C", "C", "C", "C", "C", "C", "C", "C", "C", "C", "O", "C", "C", "O", "O", "C", "N", "H", "H", "H", "H", "H", "H", "H", "H", "H", "H", "H", "H", "H", "H", "H", "H", "H", "H", "H", "H", "H", "H", "H", "H", "H", "H", "H", "H", "H", "H", "H", "H", "H", "H", "H", "H", "H", "H", "H", "H", "H", "H", "H", "H", "H", "H", "C", "O", "N", "C", "C", "H", "H", "H", "H", "H", "H", "H", "C", "O", "N", "C", "C", "H", "H", "H", "H", "H", "H", "H", "C", "O", "N", "C", "C", "H", "H", "H", "H", "H", "H", "H"],
  "positions_angstrom": [[3.887, -2.570, -1.706], [3.097, -1.595, -1.277], [1.942, -0.610, -0.770], [1.458, -0.968, 0.726], [1.413, -2.524, 1.137], [2.522, -2.932, 2.279], [0.188, -0.050, 1.245], [-0.289, -0.527, 2.715], [0.962, 1.337, 1.614], [1.695, 1.257, 2.900], [2.962, 2.003, 2.759], [-0.909, 0.056, 0.206], [-2.210, 0.674, 0.661], [-2.309, 1.946, 1.583], [-3.864, 2.007, 2.134], [-3.976, 1.747, 3.726], [-4.713, 0.052, 4.120], [-3.823, -0.586, 5.162], [-6.150, 0.185, 4.615], [-4.760, -0.962, 2.770], [-1.592, -1.641, -0.037], [-3.123, -1.685, -1.276], [-0.432, 0.634, -1.133], [-0.410, 2.230, -1.228], [-1.732, 2.891, -1.954], [-2.241, 2.527, -3.266], [0.789, -0.197, -1.849], [1.607, 0.642, -2.962], [0.869, 1.347, -4.171], [-0.222, 0.588, -5.050], [0.539, -0.225, -6.263], [-0.327, -1.463, -6.829], [-0.664, -1.283, -8.265], [-1.638, -2.343, -8.511], [-1.168, -3.877, -8.729], [-2.890, -2.109, -8.537], [0.158, -1.285, -2.563], [0.857, -2.052, -3.468], [1.616, -2.610, -4.264], [4.825, -3.249, -1.777], [2.557, 0.382, -0.655], [2.378, -0.631, 1.374], [0.399, -2.892, 1.574], [1.619, -3.268, 0.260], [2.650, -4.089, 2.263], [2.085, -2.689, 3.332], [3.534, -2.410, 2.128], [-1.133, -1.289, 2.771], [0.609, -1.017, 3.278], [-0.616, 0.348, 3.416], [1.775, 1.644, 0.850], [0.314, 2.266, 1.748], [3.330, 2.297, 3.826], [3.781, 1.388, 2.223], [2.806, 3.021, 2.210], [-2.777, 0.969, -0.320], [-2.949, -0.086, 1.162], [-2.177, 2.977, 1.049], [-1.669, 2.005, 2.530], [-4.552, 1.311, 1.496], [-4.289, 3.078, 1.951], [-4.772, 2.503, 4.123], [-3.018, 1.960, 4.321], [-5.380, -0.624, 2.075], [-0.662, -2.568, -0.563], [-2.153, -2.192, 1.153], [-1.337, 0.393, -1.843], [-0.419, 2.790, -0.201], [0.469, 2.729, -1.764], [-2.359, 3.707, -1.400], [-1.990, 3.152, -4.201], [-2.937, 1.601, -3.415], [2.536, 0.070, -3.382], [2.118, 1.526, -2.383], [1.712, 1.656, -4.926], [0.409, 2.381, -3.875], [-0.846, 1.403, -5.609], [-0.991, -0.057, -4.492], [1.629, -0.490, -5.984], [0.625, 0.538, -7.143], [0.335, -2.402, -6.772], [-1.329, -1.547, -6.270], [-1.516, -4.334, -9.726], [-1.623, -4.511, -7.881], [-0.016, -3.895, -8.590], [2.731, 2.264, 7.308], [3.272, 2.570, 6.258], [1.527, 1.627, 7.420], [0.948, 1.295, 8.706], [0.807, 1.274, 6.214], [3.195, 2.487, 8.282], [0.811, 0.212, 8.765], [-0.021, 1.792, 8.798], [1.596, 1.618, 9.523], [1.431, 0.610, 5.608], [0.603, 2.183, 5.641], [-0.132, 0.774, 6.458], [0.857, 6.318, -1.023], [0.786, 5.122, -0.782], [0.265, 6.948, -2.079], [0.397, 8.375, -2.296], [-0.520, 6.167, -3.014], [1.429, 7.003, -0.376], [-0.596, 8.830, -2.281], [0.864, 8.545, -3.270], [1.013, 8.834, -1.520], [-1.337, 5.680, -2.475], [0.116, 5.396, -3.458], [-0.928, 6.805, -3.800], [0.537, -6.626, 2.586], [1.181, -5.601, 2.742], [1.000, -7.768, 1.999], [0.171, -8.948, 1.850], [2.364, -7.803, 1.509], [-0.509, -6.707, 2.922], [0.642, -9.781, 2.379], [0.085, -9.190, 0.788], [-0.826, -8.781, 2.262], [3.047, -7.609, 2.340], [2.494, -7.020, 0.757], [2.589, -8.776, 1.068]],
  "atomic_forces_ev_per_a": [[-3.1, 5.4, 3.3], [2.7, -5.2, -2.1], [1.5, 0.3, -0.1], [0.9, -0.7, 0.9], [0.2, -1.8, 0.3], [-0.8, -0.3, 0.1], [3.4, 0.5, 2.7], [-0.1, -0.4, 1.2], [0.8, 1.8, -0.1], [0.5, 0.3, -2.0], [0.6, 1.1, 0.9], [0.7, -0.4, 0.8], [-3.0, 1.8, -0.1], [-1.1, 1.6, 0.9], [0.1, 0.7, -0.3], [-1.2, 1.2, -1.1], [-2.4, -1.8, 5.4], [-1.7, 1.6, -3.9], [4.3, 0.2, -2.6], [0.5, 1.8, 0.6], [-2.6, -2.3, -2.3], [0.8, 0.3, 0.4], [-1.0, -0.2, -3.3], [-2.0, 1.4, 1.8], [-0.5, -0.5, -0.8], [0.1, -0.5, 1.1], [2.6, 1.3, -0.2], [1.1, 1.7, 0.5], [-0.2, 1.3, -1.0], [0.2, 0.2, -1.5], [-0.6, 0.9, -0.7], [1.1, 0.1, 0.4], [-1.7, -2.3, 0.9], [-4.4, 0.0, -0.7], [1.1, 0.8, 0.9], [5.9, -0.4, 0.2], [0.6, -2.6, -1.4], [3.8, -0.9, -2.4], [-5.1, 3.3, 4.9], [-2.3, 1.6, -0.1], [-1.4, -1.7, -0.2], [-2.0, -0.2, -1.1], [1.6, 0.9, -0.7], [-0.4, 1.7, 1.2], [-0.2, 2.3, 0.0], [1.0, -0.3, -1.8], [-1.6, -0.7, 0.1], [1.1, 1.0, -0.3], [-1.6, 1.0, -1.3], [0.6, -1.4, -1.6], [-1.6, -0.8, 0.7], [0.4, -1.4, -0.5], [-0.8, -0.9, -1.8], [-1.4, 0.8, 0.7], [0.1, -1.8, 0.8], [1.1, -0.7, 1.7], [1.9, 0.9, -0.8], [0.1, -2.2, 0.6], [-0.7, -0.5, -1.6], [1.2, 1.2, 1.3], [0.9, -2.0, 0.3], [1.2, -1.8, -0.5], [-1.4, -1.0, -1.0], [0.3, -0.3, 1.0], [0.5, 0.8, 0.7], [1.1, 0.8, 0.1], [1.6, 0.1, 1.2], [0.3, -1.4, -1.7], [-1.3, -1.2, 0.6], [2.7, -0.1, -1.4], [-2.1, 0.1, 1.8], [2.8, 0.5, -0.2], [-2.0, 0.4, 1.0], [-0.9, -1.6, -1.0], [-1.4, -0.6, 1.4], [0.8, -2.0, -0.1], [1.0, -1.4, 1.2], [1.4, 0.9, -0.6], [-2.0, 0.1, -0.3], [-0.1, -1.4, 1.5], [-1.3, 1.2, 0.3], [1.6, 0.0, -0.6], [0.6, 1.1, 1.5], [0.6, 1.1, -1.3], [-2.0, -0.2, -0.6], [-0.4, -0.2, 0.0], [-0.3, -0.2, 0.1], [0.8, 0.5, 0.1], [-0.1, 0.0, -0.2], [0.3, 0.1, -0.1], [-0.1, 0.0, 0.0], [-0.1, 0.1, 0.2], [0.0, -0.1, 0.2], [0.0, 0.0, -0.2], [-0.2, 0.1, -0.1], [0.0, -0.1, -0.1], [0.1, 0.1, 0.1], [-0.3, 0.5, -0.6], [-0.2, 0.0, -0.2], [0.6, -0.4, 1.0], [-0.1, -0.1, -0.1], [0.0, -0.2, 0.2], [0.0, 0.0, -0.1], [0.1, 0.1, 0.0], [0.0, 0.2, 0.1], [-0.1, -0.1, -0.1], [0.0, 0.0, -0.2], [-0.2, 0.0, -0.1], [0.1, 0.0, 0.2], [0.2, -0.7, -0.3], [-0.1, -0.3, -0.2], [-0.6, 0.9, 0.5], [0.2, 0.0, -0.1], [0.1, 0.3, 0.1], [0.0, -0.1, 0.0], [-0.2, -0.1, -0.1], [-0.1, -0.1, 0.1], [0.2, 0.1, 0.0], [0.1, 0.0, -0.2], [0.2, -0.1, 0.0], [-0.1, 0.1, 0.1]],
  "mulliken_charge": [-0.770, -1.164, 0.122, 0.350, -0.636, -1.031, 1.200, -0.743, -1.277, -0.088, -0.570, 0.907, -1.184, 0.254, -0.921, -0.585, 1.151, -0.600, -0.617, -0.486, 0.121, -0.254, -0.525, -0.227, -0.390, -0.942, 0.752, -0.734, 0.014, -0.584, -0.807, -0.469, -0.353, 0.685, -0.804, -0.526, -0.209, 0.592, -0.623, 0.361, 0.323, 0.437, 0.066, 0.330, 0.333, 0.266, 0.274, 0.185, 0.185, -0.084, 0.458, 0.082, 0.217, 0.228, 0.283, 0.426, 0.579, 0.080, 0.058, 0.369, 0.445, 0.432, 0.316, 0.351, 0.136, 0.257, 0.166, -0.218, 0.849, 0.450, 0.275, 0.200, 0.685, 0.581, 0.593, -0.746, 0.402, 0.204, 0.373, 0.455, 0.169, 0.325, 0.317, 0.251, 0.275, 0.028, -0.553, 0.186, -0.933, -0.874, 0.261, 0.317, 0.318, 0.317, 0.213, 0.261, 0.441, 0.072, -0.552, 0.144, -0.954, -0.722, 0.239, 0.338, 0.336, 0.301, 0.173, 0.228, 0.400, 0.086, -0.587, 0.115, -0.917, -0.890, 0.288, 0.339, 0.343, 0.289, 0.296, 0.250, 0.374],
  "e_lumo_ha": -0.127,
  "homo_lumo_gap_ev": 6.9,
  "charge": 1
}